No. 1
A molecular structure, C43H42BN6OP2Pt. Source: OMol25; level of theory: ωB97M-V/def2-TZVPD.

Results
E_HOMO (alpha / beta): -5.6768 / -7.4824 eV
spin multiplicity: 2
net charge: 0
energy above the lowest of the compared OMol25 structures with the same formula, charge and spin: 0.0 kcal per mole
F_max: 0.6 eV/A
expectation value of S²: 0.76
frontier orbital gap (alpha / beta): 6.107 / 7.590 eV

Last column: Mulliken charge in e.
Geometry (Å):
Pt: -0.55831 -0.04710 -0.54110  3.47
C: 2.57867 -0.34837 0.94494  -2.37
N: 2.15733 0.00498 2.28693  1.82
C: 0.81329 0.37315 2.68076  -2.47
P: -0.63893 -0.19701 1.70149  0.94
C: -0.90909 -1.91432 2.21009  0.24
C: -2.16326 -2.49441 2.01696  -0.29
C: -2.34060 -3.85332 2.22058  -0.75
C: -1.26786 -4.64945 2.60138  -0.71
C: -0.01664 -4.07981 2.78835  -0.74
C: 0.16422 -2.71776 2.59101  -0.93
C: -1.88646 0.79001 2.58758  0.66
C: -2.57862 0.32732 3.70310  -0.66
C: -3.52727 1.13142 4.31930  -0.73
C: -3.78417 2.40384 3.83033  -0.58
C: -3.08534 2.87780 2.72864  -0.78
C: -2.14180 2.07420 2.10877  -0.30
C: 3.13068 -0.02287 3.28778  0.85
C: 4.33445 -0.72135 3.11283  -0.54
C: 5.29051 -0.74725 4.11583  -0.71
C: 5.08556 -0.09188 5.32000  -0.61
C: 3.90006 0.60422 5.49965  -0.72
C: 2.93649 0.64702 4.50490  -0.59
P: 1.65832 0.21134 -0.55945  1.29
C: 2.16896 1.94991 -0.76765  0.24
C: 2.14651 2.55224 -2.02589  -0.29
C: 2.35462 3.91762 -2.15420  -0.64
C: 2.57597 4.70141 -1.02929  -0.65
C: 2.59721 4.11112 0.22581  -0.74
C: 2.39211 2.74445 0.35625  -0.79
C: 2.69347 -0.74147 -1.72794  0.95
C: 2.25526 -2.02509 -2.04693  -0.70
C: 2.99508 -2.82851 -2.89902  -0.55
C: 4.17435 -2.34827 -3.45649  -0.60
C: 4.61577 -1.07202 -3.14417  -0.70
C: 3.88030 -0.27181 -2.27730  -0.68
H: 2.62238 -1.43926 0.80579  0.58
H: 3.59803 0.02158 0.80105  1.09
H: 0.67006 1.46291 2.73259  0.58
H: 0.63465 -0.00830 3.69082  0.93
H: -2.99572 -1.88420 1.68326  0.43
H: -3.31839 -4.29289 2.07074  0.45
H: -1.40546 -5.71377 2.74304  0.39
H: 0.82203 -4.69461 3.08965  0.46
H: 1.14482 -2.28017 2.74279  0.19
H: -2.38754 -0.66681 4.08727  0.42
H: -4.06759 0.76088 5.18103  0.44
H: -4.53303 3.02470 4.30550  0.40
H: -3.28722 3.86689 2.33779  0.44
H: -1.61699 2.43055 1.23142  0.41
H: 4.52627 -1.26771 2.20114  0.41
H: 6.20733 -1.29847 3.94779  0.38
H: 5.83268 -0.12298 6.10111  0.39
H: 3.71746 1.13479 6.42577  0.39
H: 2.04294 1.23038 4.67397  0.39
H: 1.93659 1.95000 -2.90153  0.32
H: 2.33939 4.37182 -3.13712  0.41
H: 2.72809 5.76827 -1.13072  0.39
H: 2.77639 4.71289 1.10767  0.46
H: 2.41717 2.29608 1.34214  0.13
H: 1.31451 -2.37291 -1.63251  0.21
H: 2.64817 -3.82625 -3.13745  0.46
H: 4.74665 -2.96928 -4.13383  0.39
H: 5.53670 -0.69563 -3.57098  0.44
H: 4.24012 0.71894 -2.03005  0.45
B: -4.12057 0.11072 -0.53642  -0.42
N: -3.51028 -1.18396 -1.15993  0.03
C: -4.20244 -2.26072 -1.55849  -0.37
C: -3.32290 -3.30473 -1.77891  -1.34
C: -2.07447 -2.76007 -1.47341  -0.43
N: -2.19925 -1.49035 -1.09799  -0.43
N: -3.44010 1.39159 -1.11742  0.70
C: -4.05244 2.53094 -1.47043  -0.75
C: -3.09001 3.49665 -1.71203  -1.17
C: -1.88229 2.83397 -1.47325  -0.62
N: -2.11001 1.57201 -1.11666  -0.25
H: -5.28677 0.14896 -0.84878  -0.19
H: -3.95062 0.08356 0.66356  -0.12
H: -5.27282 -2.20487 -1.66256  0.48
H: -3.55133 -4.30453 -2.10380  0.47
H: -1.09715 -3.21486 -1.50242  0.52
H: -5.12752 2.57668 -1.51409  0.49
H: -3.24115 4.51876 -2.01296  0.53
H: -0.86578 3.19648 -1.53627  0.46
O: 0.12941 0.12690 -3.14519  0.07
N: -0.67952 -0.00923 -4.14452  -0.21
C: -1.57315 0.96081 -4.44028  -0.05
C: -2.46841 0.79986 -5.47648  -1.03
C: -2.45757 -0.36246 -6.22891  -0.20
C: -1.53229 -1.34471 -5.91262  -0.75
C: -0.65523 -1.15183 -4.86834  -0.18
H: -1.52972 1.82017 -3.79117  0.59
H: -3.17285 1.59468 -5.67605  0.43
H: -3.16172 -0.50592 -7.03616  0.41
H: -1.48264 -2.27100 -6.46688  0.41
H: 0.09023 -1.86097 -4.54311  0.47

=====

No. 2
A molecular structure, C43H42IN8O3S2Tl. Source: OMol25; level of theory: ωB97M-V/def2-TZVPD.

Results
E_HOMO (alpha / beta): -6.8186 / -6.8197 eV
net charge: 0
energy above the lowest of the compared OMol25 structures with the same formula, charge and spin: 40.1 kcal per mole
F_max: 0.6 eV/A
frontier orbital gap (alpha / beta): 6.086 / 4.897 eV

Last column: Mulliken charge in e.
Geometry (Å):
Tl: -0.19036 -0.59922 -0.87979  1.09
C: 2.32374 -7.53141 3.28828  -1.58
C: 1.60077 -6.30334 2.81696  0.35
C: 1.03490 -5.40615 3.72247  -1.24
C: 0.40059 -4.27425 3.27800  -0.36
C: 0.27182 -3.95534 1.89822  1.28
N: -0.34051 -2.82373 1.50237  0.08
C: -0.44842 -1.79095 2.41341  -0.21
C: 0.58197 -1.41219 3.28545  0.48
C: 0.44749 -0.33179 4.13794  -1.19
C: -0.72436 0.41998 4.16780  0.53
C: -0.84543 1.65636 5.01251  -1.69
C: -1.76554 0.04229 3.32418  -0.39
C: -1.63521 -1.02593 2.45801  -0.03
N: -2.73229 -1.41016 1.65154  0.65
C: -4.01347 -1.60059 2.05627  -0.30
C: -4.72671 -1.98250 0.94889  -1.28
C: -3.78083 -1.97865 -0.09643  -0.65
N: -2.58824 -1.62097 0.33659  0.33
C: 0.76086 -4.94062 0.97983  -0.42
C: 1.42929 -6.05456 1.46021  -0.39
N: 0.62030 -4.84761 -0.42111  0.62
C: 1.47050 -5.38116 -1.34451  -0.29
C: 0.88283 -5.23734 -2.56725  -0.98
C: -0.35189 -4.61415 -2.29056  -0.30
N: -0.50838 -4.38396 -1.00128  -0.58
H: 2.62864 -7.42481 4.32806  0.39
H: 3.21081 -7.72152 2.68436  0.38
H: 1.68256 -8.41278 3.21783  0.31
H: 1.09558 -5.60408 4.78542  0.39
H: -0.04705 -3.59771 3.99354  0.39
H: 1.51244 -1.96427 3.24877  0.56
H: 1.27252 -0.06314 4.78666  0.37
H: -0.03542 1.71969 5.73730  0.40
H: -1.79449 1.67900 5.54856  0.38
H: -0.80429 2.54314 4.37636  0.28
H: -2.68361 0.61758 3.31051  0.43
H: -4.29844 -1.47520 3.08636  0.48
H: -5.77188 -2.22704 0.89191  0.46
H: -3.93467 -2.19723 -1.14043  0.48
H: 1.79906 -6.78213 0.74955  0.57
H: 2.44033 -5.76157 -1.07783  0.47
H: 1.28102 -5.52805 -3.52240  0.43
H: -1.12896 -4.32480 -2.98053  0.48
I: 2.40156 -0.35989 -3.51867  0.14
C: 1.17367 0.81166 -4.74222  0.33
C: 1.73631 1.57247 -5.72024  -0.43
C: 0.90824 2.37323 -6.53454  -0.64
C: -0.44311 2.37833 -6.35438  -0.93
C: -1.04828 1.58072 -5.35564  0.84
C: -2.45148 1.57151 -5.15027  -0.83
C: -3.03100 0.78676 -4.19751  -0.80
C: -2.22553 -0.04628 -3.37520  -0.15
C: -0.89426 0.00318 -3.57165  -0.22
C: -0.22118 0.76826 -4.52896  0.39
H: 2.80736 1.57952 -5.86299  0.41
H: 1.36342 2.99146 -7.29633  0.37
H: -1.08174 2.99298 -6.97618  0.39
H: -3.06248 2.22257 -5.76253  0.34
H: -4.10128 0.80354 -4.03816  0.42
H: -2.68385 -0.65825 -2.60729  0.19
N: 1.53137 7.02178 2.19114  -0.56
C: 1.16749 6.28461 1.07219  1.16
C: -0.08009 6.47152 0.47514  -0.76
C: -0.41845 5.78521 -0.67855  -0.44
C: 0.48163 4.89266 -1.24379  -0.59
C: 1.72437 4.69786 -0.65719  -0.49
C: 2.07012 5.39322 0.48641  -0.77
S: -0.03116 3.83954 -2.57310  1.35
O: -1.10495 4.52194 -3.26445  -0.75
O: 1.15577 3.50997 -3.31732  -0.72
N: -0.52105 2.52369 -1.82286  -0.01
C: -1.75679 2.42117 -1.33749  0.17
S: -3.14219 3.47282 -1.71460  -0.16
C: -4.13522 2.49646 -0.68798  -0.81
C: -3.41063 1.48346 -0.17117  -0.63
N: -2.08722 1.43956 -0.52668  0.35
H: 0.79053 7.46032 2.70991  0.20
H: 2.28613 6.66527 2.75041  0.20
H: -0.78635 7.15972 0.92515  0.31
H: -1.37609 5.94348 -1.15537  0.50
H: 2.41835 4.00534 -1.11602  0.58
H: 3.04217 5.24185 0.94282  0.23
H: -5.17668 2.72117 -0.53257  0.48
H: -3.80156 0.73198 0.50003  0.17
C: 0.75744 1.98165 1.28829  0.87
C: 2.18645 1.49584 1.33075  -0.76
O: 2.28493 0.24310 0.66226  0.06
C: 3.63133 -0.16822 0.52620  -0.53
C: 3.66517 -1.61361 0.09198  -0.76
H: 0.65999 2.90623 1.86095  0.56
H: 0.08779 1.24103 1.71618  -0.70
H: 0.44461 2.18952 0.26239  -0.75
H: 2.53113 1.36501 2.36733  0.38
H: 2.85134 2.22154 0.84567  0.46
H: 4.15104 -0.05024 1.48756  0.31
H: 4.14025 0.46980 -0.20807  0.29
H: 3.23578 -2.25531 0.86246  0.11
H: 4.69522 -1.92392 -0.09037  0.47
H: 3.09409 -1.74599 -0.82688  -0.02

=====

- Which formula does entry 2 have?
  C43H42IN8O3S2Tl